[1]
Below is 2 unconnected molecules or ions with the total composition C6H4BrF3IN at a distorted geometry, with properties calculated with ωB97M-V/def2-TZVPD.

For the largest force on an atom, the calculation gives 0.087 hartree/bohr. The HOMO energy is -0.332 hartree. The value obtained for the calculated total energy is -94070.2418 eV. For the gap between HOMO and LUMO, the calculation gives 9.067 eV. As for the SMILES: FC(F)(F)/C(I)=C\C=C\Br.C#N. Its relative energy (zero: lowest compared OMol25 entry of this formula, charge and spin) is 29.1 kcal per mole.

Each line ends with the Mulliken charge.
Positions of all 16 atoms, in Å:
N1 1.444 1.758 -1.461  -0.326
I1 3.877 0.104 0.696  0.117
H1 -0.408 -1.970 -0.399  0.650
F1 1.487 -2.761 -1.172  -0.255
C1 0.896 -0.575 0.547  0.068
C2 2.528 1.791 -1.798  0.036
C3 -0.373 -1.296 0.317  -0.396
H2 0.830 0.263 1.271  0.258
F2 3.521 -2.792 -0.411  -0.219
F3 2.902 -1.455 -2.105  -0.250
H3 -1.222 -0.179 1.734  0.410
Br1 -3.162 -1.651 0.751  -0.144
H4 3.464 2.206 -2.136  0.310
C4 2.108 -0.900 0.077  -0.634
C5 -1.446 -0.897 1.001  -0.499
C6 2.518 -2.012 -0.886  0.874

[2]
Below is 2 unconnected molecules or ions with the total composition C4H11N2S at a distorted geometry, with properties calculated with ωB97M-V/def2-TZVPD.

For the largest force on an atom, the calculation gives 0.118 hartree/bohr. The HOMO energy is -0.488 hartree. The value obtained for the calculated total energy is -18133.0523 eV. For the gap between HOMO and LUMO, the calculation gives 8.890 eV. The total charge is +1. Its relative energy (zero: lowest compared OMol25 entry of this formula, charge and spin) is 56.9 kcal per mole.

Each line ends with the Mulliken charge.
Positions of all 18 atoms, in Å:
H1 2.491 0.678 -1.409  0.371
N1 0.114 0.784 -1.850  -0.347
H2 2.480 -0.900 -0.785  0.427
C1 2.449 0.133 -0.478  -1.595
H3 1.424 1.214 1.101  0.398
C2 1.154 0.484 0.274  -0.311
H4 -0.459 1.367 -2.404  0.242
H5 -1.810 -0.970 1.862  0.189
H6 1.018 0.469 -2.255  0.211
H7 3.212 0.241 0.107  0.436
C3 0.038 0.940 -0.500  0.789
C4 -3.141 -0.700 0.537  -0.292
H8 -0.967 1.424 1.484  0.254
H9 -3.453 -0.078 -0.364  0.169
H10 1.049 -0.478 0.781  0.262
N2 -2.000 -0.464 0.997  -0.344
S1 -1.188 1.880 0.120  -0.165
H11 -3.756 -1.497 0.838  0.307

[3]
Below is 2 unconnected molecules or ions with the total composition CH2FNO2S at a distorted geometry, with properties calculated with ωB97M-V/def2-TZVPD.

For the largest force on an atom, the calculation gives 0.080 hartree/bohr. The HOMO energy is -0.418 hartree. The value obtained for the calculated total energy is -20204.5562 eV. For the gap between HOMO and LUMO, the calculation gives 11.306 eV. Its relative energy (zero: lowest compared OMol25 entry of this formula, charge and spin) is 33.5 kcal per mole.

Each line ends with the Mulliken charge.
Positions of all 8 atoms, in Å:
H1 1.794 1.209 -2.473  0.325
S1 -1.549 -0.198 0.565  0.689
O1 -0.549 0.866 0.460  -0.403
F1 -2.106 -0.244 2.100  -0.227
O2 1.648 0.900 -1.460  -0.644
N1 -0.673 -1.638 0.782  -0.039
H2 1.629 1.786 -0.998  0.323
C1 -0.194 -2.681 1.025  -0.024

[4]
Below is a molecular structure, C4H2FeO2 at a distorted geometry, with properties calculated with ωB97M-V/def2-TZVPD.

For the largest force on an atom, the calculation gives 0.085 hartree/bohr. The HOMO energy (alpha / beta) is -0.583 / -0.705 hartree. The value obtained for the calculated total energy is -42634.5183 eV. For the gap between HOMO and LUMO (alpha / beta), the calculation gives 4.011 / 6.705 eV. The expectation value of S² is 12.029. Its spin multiplicity is 7. The total charge is +2.

Each line ends with the Mulliken charge.
Positions of all 9 atoms, in Å:
C1 -0.105 0.409 0.379  0.106
O1 2.655 -1.402 0.512  -0.173
H1 1.398 0.163 2.239  0.350
C2 1.796 -0.830 1.023  0.376
O2 -1.255 0.700 -1.627  -0.610
H2 -1.848 -0.602 -0.149  0.379
Fe1 -2.522 1.046 -2.919  1.641
C3 -1.135 0.171 -0.490  0.247
C4 1.015 0.347 1.031  -0.314

Which value of calculated total energy does entry 3 give? -20204.5562 eV